{"formula": "C5H10N2O", "method": "ωB97M-V/def2-TZVPD", "orbital_gap_ev": 9.522, "multiplicity": 1, "energy_ha": -381.23710, "e_homo_ev": -8.7, "symbols": ["C", "C", "C", "N", "C", "N", "H", "H", "H", "H", "H", "H", "C", "O", "H", "H", "H", "H"], "coordinates": [[-0.148, -0.533, -2.050], [0.669, -0.328, -0.810], [1.246, -1.176, 0.099], [1.943, -0.317, 0.926], [1.790, 0.956, 0.477], [1.005, 0.970, -0.596], [-0.703, 0.376, -2.307], [-0.951, -1.286, -2.076], [0.448, -0.825, -2.937], [1.324, -2.241, 0.228], [2.546, -0.612, 1.672], [2.148, 1.891, 0.880], [-2.070, -0.106, 1.094], [-3.130, 0.759, 0.641], [-2.018, -0.083, 2.175], [-2.170, -1.172, 0.872], [-1.177, 0.391, 0.708], [-3.673, 0.252, 0.022]], "mulliken_charge": [-1.137, 0.496, -0.544, -0.049, -0.219, -0.519, 0.320, 0.312, 0.306, 0.429, 0.171, 0.433, -0.387, -0.530, 0.291, 0.259, 0.075, 0.292]}


{"formula": "C4H8Cl4", "method": "ωB97M-V/def2-TZVPD", "orbital_gap_ev": 11.566, "multiplicity": 1, "energy_ha": -1997.97923, "e_homo_ev": -10.8, "symbols": ["Cl", "C", "C", "Cl", "H", "H", "H", "H", "Cl", "C", "C", "Cl", "H", "H", "H", "H"], "coordinates": [[-0.963, -0.399, -1.434], [0.730, -0.899, -1.677], [1.229, -0.482, -3.046], [1.433, 1.309, -3.130], [0.677, -1.989, -1.701], [1.325, -0.555, -0.839], [0.501, -0.786, -3.791], [2.215, -0.877, -3.271], [1.150, 1.018, 1.783], [-0.384, 1.078, 2.688], [-1.396, 0.176, 2.015], [-2.765, -0.197, 3.103], [-0.711, 2.108, 2.812], [-0.272, 0.720, 3.713], [-0.986, -0.784, 1.705], [-1.783, 0.558, 1.073]], "mulliken_charge": [-0.188, -0.301, -0.473, -0.192, 0.280, 0.241, 0.315, 0.318, -0.193, -0.366, -0.337, -0.213, 0.318, 0.298, 0.277, 0.214]}


{"formula": "C2H6O3PS", "method": "ωB97M-V/def2-TZVPD", "orbital_gap_ev": [7.308, 7.310], "multiplicity": 1, "charge": -1, "energy_ha": -1045.09727, "e_homo_ev": [-3.9, -3.9], "symbols": ["C", "C", "O", "O", "O", "P", "S", "H", "H", "H", "H", "H", "H"], "coordinates": [[-0.096, 1.511, 0.737], [0.905, -1.486, -0.964], [-2.513, -1.440, 0.415], [-2.029, 0.608, -1.053], [-0.830, 0.386, 1.077], [-1.597, -0.455, -0.115], [2.253, -1.169, 0.245], [0.620, 1.296, -0.218], [0.609, 1.802, 1.691], [-0.788, 2.454, 0.411], [0.958, -2.486, -1.468], [1.069, -0.668, -1.659], [1.440, -0.353, 0.901]], "mulliken_charge": [-0.575, -0.849, -0.623, -0.635, -0.208, 0.790, -0.226, 0.237, 0.208, 0.199, 0.305, 0.304, 0.074]}


{"formula": "C7H12FN", "method": "ωB97M-V/def2-TZVPD", "s2": 2.007, "orbital_gap_ev": [5.896, 8.000], "multiplicity": 3, "energy_ha": -428.26026, "e_homo_ev": [-4.9, -9.9], "symbols": ["C", "C", "C", "C", "C", "C", "C", "N", "F", "H", "H", "H", "H", "H", "H", "H", "H", "H", "H", "H", "H"], "coordinates": [[-1.985, -1.091, -0.983], [-0.294, -1.073, 0.141], [-1.282, 0.025, -0.209], [-2.070, 0.582, 0.919], [-0.571, 0.925, -1.175], [4.637, -0.010, 0.794], [3.676, -0.672, 0.145], [-0.864, -2.037, -0.513], [2.784, -0.018, -0.693], [-2.952, -1.267, -0.617], [0.679, -1.160, 0.542], [-3.038, 0.866, 0.519], [-1.745, 1.456, 1.448], [-2.222, -0.182, 1.646], [0.020, 0.479, -1.916], [0.016, 1.701, -0.755], [-1.293, 1.504, -1.689], [5.250, -0.468, 1.554], [-1.834, -0.949, -1.988], [4.745, 0.984, 0.781], [3.376, -1.707, 0.364]], "lowdin_spin": [0.101, 0.616, 0.141, 0.035, 0.047, 0.000, 0.000, 0.969, 0.003, 0.003, 0.052, 0.003, 0.003, 0.008, 0.003, 0.002, 0.009, 0.000, 0.003, 0.000, 0.000]}


{"formula": "C24H58O8", "method": "ωB97M-V/def2-TZVPD", "orbital_gap_ev": 9.597, "multiplicity": 1, "energy_ha": -1551.00806, "e_homo_ev": -9.4, "symbols": ["C", "C", "C", "O", "C", "H", "H", "H", "H", "H", "H", "H", "H", "C", "C", "C", "O", "C", "H", "H", "H", "H", "H", "H", "H", "H", "C", "C", "C", "O", "C", "H", "H", "H", "H", "H", "H", "H", "H", "C", "C", "C", "O", "H", "H", "H", "H", "H", "H", "H", "H", "C", "C", "C", "O", "H", "H", "H", "H", "H", "H", "H", "H", "C", "C", "C", "O", "H", "H", "H", "H", "H", "H", "H", "H", "C", "C", "C", "O", "H", "H", "H", "H", "H", "H", "H", "H", "O", "H", "H"], "coordinates": [[2.882, -1.905, 4.021], [2.869, -0.771, 3.043], [4.172, -0.085, 3.470], [5.076, -1.197, 3.593], [4.357, -2.274, 4.216], [2.382, -2.786, 3.619], [2.363, -1.640, 4.943], [1.981, -0.147, 3.148], [2.943, -1.048, 1.991], [4.102, 0.449, 4.418], [4.501, 0.566, 2.660], [4.637, -2.363, 5.266], [4.583, -3.150, 3.609], [2.983, 6.417, 1.952], [2.455, 6.061, 0.580], [1.406, 4.918, 0.935], [1.838, 4.499, 2.257], [2.113, 5.696, 2.965], [3.075, 7.471, 2.216], [3.979, 5.993, 2.073], [3.278, 5.671, -0.019], [1.883, 6.859, 0.108], [1.518, 4.039, 0.300], [0.337, 5.125, 0.979], [2.581, 5.483, 3.926], [1.187, 6.242, 3.150], [-4.198, 0.104, -3.622], [-4.823, -0.722, -2.509], [-5.528, 0.295, -1.547], [-5.189, 1.532, -2.143], [-4.012, 1.454, -2.938], [-4.887, 0.141, -4.465], [-3.315, -0.284, -4.129], [-4.076, -1.237, -1.903], [-5.596, -1.395, -2.880], [-5.174, 0.165, -0.524], [-6.604, 0.162, -1.436], [-3.231, 1.519, -2.180], [-4.005, 2.296, -3.630], [3.625, 1.379, -3.832], [2.429, 1.855, -4.666], [2.801, 2.071, -6.141], [1.457, 0.852, -4.534], [4.507, 1.996, -4.002], [3.829, 0.375, -4.206], [3.403, 1.364, -2.765], [2.050, 2.826, -4.346], [1.915, 2.404, -6.683], [3.033, 1.154, -6.681], [3.632, 2.772, -6.214], [1.404, 0.599, -3.610], [-3.792, -4.167, 2.840], [-2.340, -4.206, 2.566], [-1.977, -5.071, 1.327], [-1.984, -2.944, 2.103], [-3.871, -3.432, 3.641], [-4.169, -5.093, 3.276], [-4.391, -3.808, 2.003], [-1.765, -4.528, 3.435], [-2.022, -6.153, 1.452], [-0.923, -4.920, 1.090], [-2.580, -4.774, 0.469], [-2.547, -2.358, 2.615], [-3.362, 3.307, 4.037], [-2.683, 1.941, 4.117], [-1.806, 1.745, 5.328], [-3.629, 0.937, 4.113], [-3.921, 3.344, 3.102], [-2.607, 4.078, 3.887], [-3.919, 3.551, 4.942], [-2.106, 1.830, 3.199], [-0.917, 2.376, 5.331], [-1.559, 0.685, 5.393], [-2.312, 1.876, 6.284], [-4.257, 1.252, 4.767], [1.652, -4.223, -3.736], [1.962, -4.747, -5.141], [0.746, -5.603, -5.715], [2.147, -3.552, -5.893], [2.491, -3.622, -3.386], [1.567, -5.100, -3.094], [0.730, -3.650, -3.639], [2.894, -5.308, -5.206], [1.041, -6.246, -6.544], [-0.121, -5.031, -6.045], [0.438, -6.255, -4.898], [1.520, -2.885, -5.604], [-0.136, -0.219, -0.449], [0.132, 0.203, 0.368], [-0.556, -1.033, -0.172]], "mulliken_charge": [-0.545, -0.328, -0.452, -0.417, -0.423, 0.245, 0.293, 0.255, 0.223, 0.285, 0.314, 0.255, 0.297, -0.553, -0.401, -0.431, -0.328, -0.491, 0.368, 0.228, 0.249, 0.292, 0.202, 0.294, 0.316, 0.252, -0.522, -0.417, -0.313, -0.442, -0.304, 0.240, 0.341, 0.195, 0.291, 0.171, 0.281, 0.213, 0.268, -1.275, 0.631, -1.367, -0.508, 0.370, 0.320, 0.352, 0.154, 0.334, 0.328, 0.370, 0.287, -1.346, 0.618, -1.307, -0.467, 0.413, 0.355, 0.308, 0.171, 0.384, 0.327, 0.283, 0.250, -1.328, 0.487, -1.265, -0.511, 0.344, 0.343, 0.397, 0.189, 0.337, 0.319, 0.345, 0.342, -1.361, 0.408, -1.147, -0.538, 0.349, 0.374, 0.383, 0.289, 0.317, 0.288, 0.316, 0.321, -0.558, 0.267, 0.306]}


{"formula": "C20H21BClN2O6", "method": "ωB97M-V/def2-TZVPD", "orbital_gap_ev": 7.372, "multiplicity": 1, "charge": 1, "energy_ha": -1820.53082, "e_homo_ev": -11.7, "symbols": ["C", "C", "N", "C", "C", "C", "C", "C", "B", "O", "O", "N", "C", "Cl", "H", "H", "H", "H", "H", "H", "H", "H", "H", "H", "H", "H", "H", "C", "C", "C", "O", "C", "C", "C", "O", "H", "H", "H", "H", "C", "C", "C", "O", "C", "C", "C", "O", "H", "H", "H", "H"], "coordinates": [[-0.164, 1.391, 0.166], [-0.083, 2.287, -1.064], [-0.307, 3.724, -0.764], [-1.648, 4.066, -0.581], [-2.259, 4.251, 0.668], [-3.598, 4.590, 0.787], [-4.375, 4.757, -0.335], [-5.834, 5.111, -0.304], [-6.644, 4.623, -1.601], [-7.344, 3.465, -1.644], [-6.610, 5.360, -2.754], [-3.760, 4.590, -1.528], [-2.457, 4.266, -1.687], [-1.909, 4.133, -3.282], [0.319, 0.432, 0.009], [-1.213, 1.192, 0.409], [0.267, 1.876, 1.045], [0.872, 2.188, -1.579], [-0.847, 1.979, -1.783], [0.170, 3.927, 0.109], [-1.644, 4.119, 1.551], [-4.052, 4.726, 1.759], [-5.934, 6.194, -0.179], [-6.240, 4.660, 0.605], [-7.297, 2.945, -0.836], [-6.088, 6.167, -2.691], [-4.297, 4.705, -2.385], [1.636, -3.136, 2.405], [1.815, -4.445, 2.249], [0.954, -5.234, 1.330], [1.114, -6.423, 1.177], [-0.116, -4.505, 0.596], [-0.293, -3.197, 0.758], [0.571, -2.412, 1.673], [0.407, -1.215, 1.817], [2.252, -2.541, 3.067], [2.591, -4.991, 2.770], [-0.730, -5.101, -0.067], [-1.066, -2.646, 0.237], [6.657, -3.352, -0.325], [6.075, -3.519, 0.859], [5.526, -4.837, 1.265], [4.987, -4.987, 2.342], [5.653, -5.962, 0.307], [6.234, -5.795, -0.878], [6.782, -4.477, -1.289], [7.308, -4.320, -2.368], [7.066, -2.402, -0.647], [5.973, -2.717, 1.579], [5.244, -6.911, 0.629], [6.337, -6.599, -1.596]], "mulliken_charge": [-0.948, -0.473, -0.335, 0.054, -0.223, -0.978, 0.658, -0.895, 0.391, -0.480, -0.540, 0.001, 0.544, -0.105, 0.333, 0.273, 0.278, 0.405, 0.262, 0.409, 0.388, 0.426, 0.261, 0.372, 0.320, 0.324, 0.265, -0.296, -0.439, 0.282, -0.533, -0.403, -0.290, 0.457, -0.555, 0.457, 0.493, 0.419, 0.408, -0.327, -0.390, 0.500, -0.573, -0.351, -0.345, 0.345, -0.530, 0.409, 0.420, 0.440, 0.411]}


{"formula": "C25H19BIrN5O8S2", "method": "ωB97M-V/def2-TZVPD", "s2": 0.767, "orbital_gap_ev": [7.568, 5.913], "multiplicity": 2, "charge": -1, "energy_ha": -2765.53221, "e_homo_ev": [-5.9, -6.4], "symbols": ["Ir", "O", "C", "N", "C", "C", "C", "C", "C", "C", "N", "C", "O", "C", "C", "C", "C", "C", "N", "C", "C", "C", "C", "C", "N", "H", "H", "H", "H", "H", "H", "H", "H", "H", "H", "H", "H", "O", "S", "O", "O", "C", "C", "C", "C", "C", "C", "S", "O", "O", "O", "H", "H", "H", "H", "B", "C", "N", "H", "H", "H"], "coordinates": [[-0.044, 0.010, -0.971], [1.107, -3.876, -0.622], [0.539, -2.808, -0.660], [1.104, -1.590, -0.983], [2.385, -1.319, -1.346], [3.443, -2.254, -1.371], [4.688, -1.846, -1.761], [4.937, -0.510, -2.144], [3.942, 0.428, -2.141], [2.641, 0.053, -1.742], [1.566, 0.884, -1.694], [1.491, 2.221, -2.013], [2.358, 2.901, -2.519], [0.142, 2.788, -1.636], [-0.091, 4.138, -1.772], [-1.308, 4.647, -1.345], [-2.236, 3.790, -0.787], [-1.934, 2.442, -0.679], [-0.779, 1.953, -1.116], [-0.934, -2.664, -0.375], [-1.665, -3.778, -0.031], [-3.018, -3.630, 0.226], [-3.591, -2.381, 0.097], [-2.793, -1.306, -0.261], [-1.492, -1.443, -0.476], [3.245, -3.270, -1.073], [5.501, -2.561, -1.773], [5.937, -0.221, -2.440], [4.122, 1.451, -2.428], [0.691, 4.755, -2.188], [-1.517, 5.706, -1.428], [-3.181, 4.149, -0.408], [-2.590, 1.743, -0.181], [-1.153, -4.726, 0.046], [-3.615, -4.481, 0.525], [-4.640, -2.217, 0.295], [-3.195, -0.314, -0.349], [-2.903, -1.266, 3.290], [-1.744, -0.777, 2.565], [-0.908, -1.827, 2.007], [-2.066, 0.295, 1.622], [-0.691, -0.008, 3.796], [-0.978, -0.326, 5.118], [-0.199, 0.153, 6.158], [0.888, 0.961, 5.876], [1.181, 1.285, 4.560], [0.398, 0.813, 3.509], [0.881, 1.519, 1.917], [2.254, 1.914, 2.119], [-0.058, 2.586, 1.662], [0.876, 0.468, 0.845], [-1.834, -0.960, 5.302], [-0.443, -0.108, 7.181], [1.514, 1.345, 6.672], [2.028, 1.914, 4.330], [-1.547, -0.911, -5.339], [-1.046, -0.609, -3.873], [-0.688, -0.394, -2.799], [-2.483, -0.168, -5.548], [-1.881, -2.076, -5.361], [-0.617, -0.689, -6.084]], "lowdin_spin": [0.117, 0.070, 0.030, 0.172, 0.087, 0.023, 0.055, 0.069, 0.013, 0.096, 0.140, 0.030, 0.066, 0.001, 0.001, 0.001, 0.003, -0.001, 0.004, 0.001, 0.002, 0.000, 0.003, -0.001, 0.004, 0.000, 0.002, 0.003, -0.001, 0.000, 0.000, 0.000, 0.000, 0.000, 0.000, 0.000, 0.000, 0.000, 0.000, 0.001, 0.000, 0.000, 0.000, 0.000, 0.000, 0.000, 0.000, 0.000, 0.001, 0.000, 0.005, 0.000, 0.000, 0.000, 0.000, 0.000, 0.001, 0.001, 0.000, 0.000, 0.000]}


{"formula": "C21H37N5O6SSr", "method": "ωB97M-V/def2-TZVPD", "orbital_gap_ev": 3.561, "multiplicity": 1, "energy_ha": -1976.45901, "e_homo_ev": -4.0, "symbols": ["Sr", "C", "O", "C", "C", "O", "C", "C", "O", "C", "H", "H", "H", "H", "H", "H", "H", "H", "H", "H", "H", "H", "H", "H", "O", "C", "O", "C", "C", "C", "C", "C", "C", "S", "H", "H", "H", "H", "C", "C", "C", "C", "N", "N", "H", "H", "H", "H", "H", "H", "H", "H", "H", "H", "H", "H", "C", "N", "C", "C", "O", "N", "C", "N", "H", "H", "H", "H", "H", "H", "H"], "coordinates": [[0.476, -0.239, -0.061], [0.534, -1.491, 3.058], [-0.329, -0.671, 2.284], [-1.318, 0.182, 2.967], [-2.103, 0.918, 1.912], [-1.250, 1.486, 0.983], [-1.812, 2.519, 0.116], [-1.858, 3.885, 0.771], [-0.592, 4.202, 1.310], [-0.509, 5.581, 1.633], [-0.031, -2.133, 3.702], [1.165, -2.075, 2.403], [1.220, -0.844, 3.641], [-1.981, -0.436, 3.593], [-0.818, 0.815, 3.685], [-2.805, 0.278, 1.418], [-2.735, 1.685, 2.310], [-1.128, 2.575, -0.705], [-2.810, 2.168, -0.286], [-2.194, 4.648, -0.078], [-2.572, 3.925, 1.627], [-1.146, 6.219, 0.975], [-0.726, 5.703, 2.669], [0.539, 5.885, 1.477], [2.488, -2.434, 0.270], [2.263, -2.502, -1.015], [1.748, -1.543, -1.675], [2.703, -3.716, -1.755], [1.770, -4.466, -2.501], [2.146, -5.559, -3.270], [3.532, -5.688, -3.616], [4.463, -4.946, -2.970], [4.128, -4.035, -1.877], [5.320, -3.459, -0.820], [0.717, -4.289, -2.366], [1.415, -6.256, -3.724], [3.759, -6.434, -4.383], [5.540, -5.060, -3.165], [-3.775, -2.250, -2.796], [-3.673, -1.960, -1.234], [-4.085, -3.098, -0.319], [-4.572, -0.817, -0.821], [-2.284, -1.716, -0.859], [-1.495, -0.931, -1.791], [-4.620, -1.734, -3.263], [-3.770, -3.293, -3.172], [-2.889, -1.850, -3.334], [-5.171, -3.114, -0.237], [-3.803, -2.893, 0.728], [-3.733, -4.083, -0.604], [-5.488, -0.818, -1.407], [-4.062, 0.110, -1.071], [-4.789, -0.847, 0.281], [-1.821, -2.624, -0.827], [-2.067, -0.308, -2.310], [-0.948, -1.505, -2.462], [3.784, 4.743, 1.843], [3.060, 3.659, 1.135], [2.674, 3.716, -0.275], [2.005, 2.350, -0.406], [0.988, 2.137, -1.085], [2.468, 1.523, 0.599], [3.032, 2.330, 1.515], [3.464, 1.906, 2.709], [3.743, 5.626, 1.162], [4.785, 4.450, 2.078], [3.213, 5.058, 2.742], [3.570, 3.692, -0.975], [2.082, 4.618, -0.522], [3.758, 0.988, 2.963], [3.207, 2.537, 3.474]], "mulliken_charge": [1.459, -0.800, -0.170, -0.971, -0.148, 0.288, -0.495, -0.528, -0.089, -0.793, 0.307, 0.279, 0.236, 0.426, 0.432, -0.157, 0.428, 0.378, 0.090, 0.411, 0.265, 0.369, 0.303, 0.131, -0.672, 0.716, -0.905, 0.067, -0.345, -0.716, -0.256, -0.577, 0.293, -0.512, 0.212, 0.304, 0.315, 0.312, -1.319, 1.374, -1.922, -1.496, 0.260, -0.786, 0.306, 0.336, 0.318, 0.459, 0.355, 0.424, 0.488, 0.245, 0.307, 0.277, 0.258, 0.199, -1.126, 0.234, -0.548, 0.642, -0.702, -0.531, 0.172, -0.420, 0.365, 0.389, 0.348, 0.379, 0.360, 0.256, 0.210]}